{"formula": "C24H24F8O24", "method": "ωB97M-V with the def2-TZVPD basis set", "species": ["O", "C", "O", "C", "C", "F", "O", "H", "H", "H", "O", "C", "O", "C", "C", "F", "O", "H", "H", "H", "O", "C", "O", "C", "C", "F", "O", "H", "H", "H", "O", "C", "O", "C", "C", "F", "O", "H", "H", "H", "O", "C", "O", "C", "C", "F", "O", "H", "H", "H", "O", "C", "O", "C", "C", "F", "O", "H", "H", "H", "O", "C", "O", "C", "C", "F", "O", "H", "H", "H", "O", "C", "O", "C", "C", "F", "O", "H", "H", "H"], "positions_angstrom": [[4.640, -5.398, 0.707], [3.557, -5.290, 1.180], [2.891, -6.194, 1.890], [1.494, -5.792, 2.014], [1.679, -4.277, 1.812], [2.055, -3.820, 3.094], [2.787, -4.170, 0.997], [0.940, -6.252, 1.197], [1.206, -6.065, 3.019], [0.839, -3.651, 1.522], [2.136, -6.979, -3.329], [1.108, -6.613, -2.881], [0.164, -5.917, -3.546], [-0.946, -5.659, -2.705], [-0.307, -5.833, -1.313], [-1.167, -6.404, -0.424], [0.754, -6.722, -1.578], [-1.291, -4.639, -2.838], [-1.731, -6.403, -2.838], [0.059, -4.911, -0.857], [-2.177, 3.217, 0.500], [-2.400, 4.348, 0.226], [-2.683, 5.287, 1.152], [-2.434, 6.574, 0.584], [-2.635, 6.268, -0.903], [-1.805, 7.046, -1.652], [-2.278, 4.890, -1.015], [-3.234, 7.285, 0.783], [-1.423, 6.884, 0.829], [-3.674, 6.353, -1.233], [0.463, 3.105, 6.370], [0.209, 3.391, 5.256], [-1.019, 3.680, 4.778], [-0.939, 3.786, 3.342], [0.528, 3.666, 3.008], [1.053, 4.864, 2.538], [1.123, 3.451, 4.251], [-1.498, 2.968, 2.896], [-1.413, 4.739, 3.136], [0.726, 2.973, 2.187], [-0.414, -2.482, -0.836], [-0.452, -1.375, -0.414], [-0.575, -1.044, 0.880], [-0.586, 0.389, 0.996], [-0.093, 0.832, -0.372], [1.270, 0.986, -0.387], [-0.371, -0.278, -1.190], [-1.604, 0.697, 1.223], [0.104, 0.714, 1.771], [-0.515, 1.779, -0.700], [-3.521, -4.114, -1.431], [-4.018, -3.333, -0.703], [-3.442, -2.136, -0.390], [-4.123, -1.605, 0.759], [-5.485, -2.248, 0.577], [-6.264, -1.479, -0.255], [-5.176, -3.467, -0.039], [-3.616, -1.954, 1.661], [-4.115, -0.522, 0.678], [-6.064, -2.397, 1.488], [0.682, 3.962, -0.933], [1.074, 5.072, -0.948], [0.812, 6.049, -0.069], [1.774, 7.077, -0.247], [2.259, 6.869, -1.706], [3.612, 6.980, -1.692], [1.852, 5.552, -1.952], [1.307, 8.048, -0.097], [2.588, 6.920, 0.460], [1.841, 7.535, -2.456], [4.711, -4.656, -3.702], [4.196, -3.731, -3.169], [2.928, -3.659, -2.772], [2.736, -2.403, -2.112], [3.883, -1.570, -2.707], [4.367, -0.716, -1.750], [4.843, -2.558, -2.943], [1.706, -2.055, -2.058], [2.934, -2.482, -1.035], [3.599, -0.982, -3.583]], "atomic_forces_ev_per_a": [[-0.2777, -0.0249, 0.3921], [0.8085, -0.1055, -0.8168], [-0.5847, -0.4231, 0.0505], [1.3206, 0.5987, -0.7191], [0.0226, -0.5088, 1.7854], [-0.1803, 0.3294, -0.3841], [-0.6269, 0.4081, -0.1128], [-0.2033, -0.1589, 0.2582], [-0.4514, 0.0617, -0.0673], [0.0970, -0.1657, -0.4823], [-0.1042, -0.4311, -0.1769], [0.4021, 0.6573, -0.2093], [-0.0610, -0.1463, -0.6788], [0.4006, 0.2862, 1.1109], [-0.4583, -0.0496, -0.5931], [0.0280, -0.2064, 0.0657], [-0.0865, 0.0399, 0.9036], [-0.1461, -0.1064, -0.2139], [-0.0647, 0.1007, -0.0822], [0.0600, -0.0006, -0.0900], [-0.3647, -0.5981, -0.1626], [1.0613, 0.3207, -0.0787], [-0.2342, 0.2329, 0.1159], [-1.1144, -0.2226, -1.2193], [0.7573, -0.2092, 0.2405], [-0.3088, -0.4319, -0.1143], [-0.2886, 0.2867, 0.4253], [0.3312, 0.0009, 0.9872], [-0.0376, 0.2514, -0.0796], [0.2103, 0.3516, -0.2208], [0.1878, 0.0855, 0.3976], [-0.5916, -0.0449, -0.1470], [0.5019, -0.3197, -0.2961], [-0.9727, -0.0086, 0.7923], [0.0435, 1.5291, 0.0581], [-0.2639, -0.0313, 0.0594], [0.6433, -0.9067, -0.7207], [-0.1542, 0.0931, 0.0138], [0.2702, 0.0085, -0.6398], [0.4126, -0.4169, 0.6105], [0.0667, -0.4463, 0.0426], [-0.0696, -0.2402, -0.0332], [0.1093, 0.0975, 0.3158], [0.2007, -0.3141, -0.1242], [0.0640, 0.3491, 0.0876], [0.0638, -0.0351, 0.3384], [-0.1807, 0.7362, -0.1464], [0.0248, 0.2449, -0.1396], [-0.0136, -0.1829, 0.0851], [-0.2021, -0.3174, -0.4166], [-0.1906, -0.5273, -0.3311], [1.2627, 0.7881, -0.1479], [-0.0222, -0.0988, 0.3399], [0.1775, -0.2513, -0.7271], [-0.2287, 0.4738, 0.6415], [0.1291, -0.1990, -0.1120], [-0.8951, 0.0596, 0.2749], [-0.1049, 0.0861, 0.0521], [-0.2065, -0.0015, 0.1145], [0.1283, -0.2988, -0.1050], [-0.5970, -0.6465, 0.4598], [0.4332, 0.4301, -0.7035], [-0.2582, -0.2403, 0.3579], [-0.1587, 0.5716, -0.6053], [-0.3066, -0.0371, 1.5604], [0.1225, -0.1810, -0.4765], [0.4553, 0.0258, -0.4510], [-0.0282, -0.0806, 0.0921], [0.1201, 0.0958, -0.1210], [0.1204, 0.0441, -0.1015], [-0.2097, 0.0716, 0.3052], [0.9355, -0.8641, -0.7981], [-1.1378, 0.2002, 0.5102], [0.4886, 0.2194, 1.1244], [-0.9842, 0.1219, 1.2996], [-0.0453, -0.0160, -0.3691], [0.0006, 0.7147, -0.4791], [-0.0208, 0.0059, -1.3307], [0.5447, -0.4130, -0.1215], [0.4298, -0.0703, -0.1231]], "total_charge": 0, "smiles": "O=C1OC[C@@H](F)O1.O=C1OC[C@@H](F)O1.O=C1OC[C@@H](F)O1.O=C1OC[C@@H](F)O1.O=C1OC[C@@H](F)O1.O=C1OC[C@@H](F)O1.O=C1OC[C@@H](F)O1.O=C1OC[C@@H](F)O1", "lumo_energy_ev": -0.253, "e_tot_ha": -3533.7437, "gap_ev": 10.37}